Record 1
Here is a 2-piece molecular cluster, CH6O2 overall in a non-equilibrium geometry from the Open Molecules 2025 dataset. Energies are from the ωB97M-V functional and the def2-TZVPD basis.

The geometry in XYZ format:
```
9
Properties=species:S:1:pos:R:3:forces:R:3:nbo_charge:R:1
H 1.6505 -0.5717 1.3374 0.10 -0.02 -0.34 0.1652
C 2.1008 -0.8146 0.3603 -0.25 -0.80 0.06 -0.2484
O -3.9567 1.8939 -0.2685 1.01 0.48 -0.51 -0.9415
O 1.1118 -1.2276 -0.6071 -0.10 0.13 0.29 -0.7375
H 2.8167 -1.6422 0.4988 -0.06 0.39 0.09 0.1646
H 2.6511 0.0695 -0.0031 -0.50 -0.45 -0.11 0.1868
H -3.7257 2.8443 -0.3773 -0.21 -1.05 0.10 0.4699
H 0.5496 -1.9591 -0.2767 0.80 0.75 0.02 0.4694
H -3.1982 1.4075 -0.6638 -0.79 0.56 0.41 0.4715
```
Positions in Å, forces in eV/Å.

As for the SMILES: CO.O. The value obtained for the HOMO energy is -10.50 eV. Its total energy is -5228.610 eV. For the relative energy (zero: lowest compared OMol25 entry of this formula, charge and spin), the calculation gives 0.281 eV. As for the total charge: 0. The calculation puts the LUMO energy at 0.02697 Ha.

---

Record 2
Here is C4H5NO as an isolated structure from the Open Molecules 2025 dataset. Energies are from the ωB97M-V functional and the def2-TZVPD basis.

The geometry in XYZ format:
```
11
Properties=species:S:1:pos:R:3:forces:R:3:nbo_charge:R:1
H -0.6821 0.0014 -1.9832 0.05 0.12 0.25 0.2408
H 0.9652 -0.4934 -1.4527 -0.28 -0.07 0.06 0.2198
C 0.0813 1.1365 -0.2193 0.07 0.33 -0.09 0.5460
C 0.0953 0.3856 1.0672 -0.12 0.31 0.13 -0.1719
H 1.4353 -1.1726 0.6073 0.01 0.11 -0.14 0.3564
C -0.5217 -0.7402 0.1571 -0.22 -0.18 0.13 -0.0108
O -0.2828 2.2732 -0.4048 0.43 -0.32 -0.01 -0.5530
N 0.5451 -0.9904 1.0574 0.27 -0.10 -0.09 -0.5526
H -1.5183 -1.1525 0.2714 0.25 -0.09 0.16 0.2269
C -0.0041 -0.0921 -1.1332 0.00 0.09 -0.09 -0.5281
H -0.1134 0.8445 2.0328 -0.46 -0.21 -0.31 0.2264
```
Positions in Å, forces in eV/Å.

The value obtained for the HOMO energy is -9.35 eV. Its total energy is -7764.154 eV. For the relative energy (zero: lowest compared OMol25 entry of this formula, charge and spin), the calculation gives 2.372 eV. As for the total charge: 0. The calculation puts the LUMO energy at 0.03623 Ha.